Entry 1:
{"formula": "BrHNO2S", "method": "ωB97M-V with the def2-TZVPD basis set", "homo_ev": -4.201, "max_force_ev_per_a": 5.1, "e_lumo_ha": 0.1279, "multiplicity": 1, "de_lowest_ev": 1.403, "charge": -1, "homo_lumo_gap_ev": 7.68, "molar_mass_g_mol": 158.984, "species": ["N", "O", "O", "S", "Br", "H"], "positions_angstrom": [[-0.299, 0.638, 0.676], [0.620, -1.681, 0.897], [0.776, -0.738, -1.295], [-0.140, -1.082, -0.193], [-1.761, 1.620, -0.075], [0.805, 1.242, -0.010]], "atomic_forces_ev_per_a": [[3.641, 1.861, -2.652], [-0.029, -0.741, 0.758], [-0.394, 0.051, -0.650], [0.700, 1.114, 0.133], [-0.033, -0.001, -0.067], [-3.884, -2.285, 2.477]]}

=====

Entry 2:
{"formula": "BrMn2", "method": "ωB97M-V with the def2-TZVPD basis set", "homo_ev": [-24.071, -24.103], "max_force_ev_per_a": 0.8, "e_lumo_ha": [-0.5990, -0.5906], "multiplicity": 11, "de_lowest_ev": 0.196, "charge": 3, "homo_lumo_gap_ev": [7.77, 8.03], "molar_mass_g_mol": 189.780, "species": ["Mn", "Mn", "Br"], "positions_angstrom": [[3.676, -2.012, 5.279], [0.696, -5.377, 8.017], [2.020, -3.045, 6.937]], "atomic_forces_ev_per_a": [[-0.292, -0.197, 0.290], [0.390, 0.669, -0.321], [-0.098, -0.472, 0.031]]}